{"formula": "C31H32CdO2P2S", "method": "the ωB97M-V functional and the def2-TZVPD basis", "energy_ev": -70717.56083, "mol_weight_da": 643.02, "max_force_ev_per_a": 0.90, "gap_ev": [5.543, 7.322], "de_lowest_ev": 7.398, "total_charge": 2, "symbols": ["Cd", "C", "C", "P", "C", "C", "C", "C", "C", "C", "C", "C", "C", "C", "C", "C", "P", "C", "C", "C", "C", "C", "C", "C", "C", "C", "C", "C", "C", "H", "H", "H", "H", "H", "H", "H", "H", "H", "H", "H", "H", "H", "H", "H", "H", "H", "H", "H", "H", "H", "H", "H", "H", "O", "C", "O", "S", "C", "C", "C", "C", "H", "H", "H", "H", "H", "H", "H", "H"], "xyz": [[-1.6141, -0.6443, 1.3329], [0.9177, -0.1178, -1.0134], [0.3641, 1.3157, -1.0216], [-1.2550, 1.4637, -0.1692], [-1.6538, 3.2269, -0.3573], [-0.7352, 4.1823, 0.0781], [-0.9944, 5.5272, -0.1217], [-2.1756, 5.9251, -0.7340], [-3.1027, 4.9768, -1.1390], [-2.8506, 3.6270, -0.9473], [-2.4624, 0.5680, -1.2091], [-2.2740, 0.2484, -2.5475], [-3.2319, -0.4990, -3.2197], [-4.3762, -0.9341, -2.5656], [-4.5823, -0.6085, -1.2324], [-3.6275, 0.1382, -0.5576], [2.3804, -0.5833, 0.0591], [2.0923, 0.1380, 1.7030], [1.2240, -0.5931, 2.6927], [1.0592, 0.1080, 3.9734], [1.8308, 1.0545, 4.5157], [2.9032, 1.4290, 3.6630], [2.9862, 1.0026, 2.3334], [3.7559, 0.3853, -0.6473], [3.8053, 1.7790, -0.7430], [4.9212, 2.4055, -1.2729], [6.0017, 1.6533, -1.7157], [5.9582, 0.2708, -1.6374], [4.8427, -0.3597, -1.1057], [1.2824, -0.3826, -2.0081], [0.1209, -0.8306, -0.8016], [0.2233, 1.6794, -2.0410], [1.0372, 2.0186, -0.5377], [0.1803, 3.8800, 0.5744], [-0.2749, 6.2679, 0.2005], [-2.3744, 6.9764, -0.8923], [-4.0266, 5.2847, -1.6098], [-3.5783, 2.8942, -1.2685], [-1.3863, 0.5721, -3.0753], [-3.0827, -0.7392, -4.2643], [-5.1143, -1.5207, -3.0961], [-5.4859, -0.9206, -0.7258], [-3.8306, 0.4650, 0.4648], [1.8532, -1.4995, 2.9040], [-0.4568, -0.8797, 5.0304], [1.6672, 1.5131, 5.4817], [3.6383, 2.1295, 4.0330], [3.7905, 1.4159, 1.7429], [2.9870, 2.3926, -0.3918], [4.9493, 3.4857, -1.3357], [6.8758, 2.1478, -2.1174], [6.7950, -0.3188, -1.9871], [4.8125, -1.4408, -1.0432], [-0.2457, -0.4224, 4.1929], [-0.1556, -1.2218, 2.8519], [-1.5024, -2.3844, -0.1068], [-0.7223, -3.6470, -0.4696], [-1.9994, -4.8292, -1.0306], [-1.8752, -6.0675, -0.1530], [-1.5793, -5.5486, 1.2512], [-0.4234, -4.5708, 1.0814], [-1.8567, -5.0206, -2.0923], [-2.9414, -4.3012, -0.8775], [-1.0497, -6.6931, -0.4978], [-2.7882, -6.6597, -0.1916], [-1.3138, -6.3525, 1.9362], [-2.4549, -5.0336, 1.6526], [0.5263, -5.0918, 0.9482], [-0.3277, -3.8318, 1.8753]], "lowdin_charge": [1.29, -0.40, -0.37, 0.99, -0.36, -0.10, -0.06, -0.05, -0.05, -0.07, -0.46, -0.06, -0.04, -0.05, -0.06, -0.20, 1.07, -0.31, -0.33, -0.20, 0.03, -0.02, -0.08, -0.40, -0.11, -0.06, -0.05, -0.06, -0.10, 0.09, -0.01, 0.10, 0.04, 0.10, 0.12, 0.12, 0.12, 0.10, 0.11, 0.12, 0.12, 0.12, 0.08, 0.19, 0.21, 0.14, 0.12, 0.10, 0.09, 0.11, 0.12, 0.11, 0.10, 0.04, -0.07, -0.72, 0.98, -0.29, -0.22, -0.22, -0.31, 0.10, 0.10, 0.12, 0.13, 0.13, 0.12, 0.10, 0.06]}

{"formula": "C2H4N4", "method": "the ωB97M-V functional and the def2-TZVPD basis", "energy_ev": -8099.12230, "smiles": "Nc1ncn[nH]1", "mol_weight_da": 84.08, "max_force_ev_per_a": 0.54, "gap_ev": 9.999, "de_lowest_ev": 0.192, "symbols": ["N", "C", "N", "C", "N", "N", "H", "H", "H", "H"], "xyz": [[0.5285, 1.6808, 0.2773], [0.0275, 0.4236, 0.0285], [-1.1814, 0.0937, -0.3478], [-1.0798, -1.2738, -0.4439], [0.0826, -1.7898, -0.1579], [0.8192, -0.6755, 0.1796], [1.1478, 1.7155, 1.0767], [-0.1947, 2.3848, 0.3212], [-1.9082, -1.8982, -0.7500], [1.7584, -0.6611, -0.1836]], "lowdin_charge": [0.13, -0.49, 0.11, -0.24, 0.03, 0.03, 0.10, 0.10, 0.10, 0.14]}

{"formula": "C15H35CuN5O8", "method": "the ωB97M-V functional and the def2-TZVPD basis", "spin_multiplicity": 2, "energy_ev": -84588.98884, "s2": 0.754, "mol_weight_da": 477.02, "max_force_ev_per_a": 2.34, "gap_ev": [7.837, 6.885], "de_lowest_ev": 0.000, "symbols": ["Cu", "C", "C", "C", "O", "H", "H", "H", "H", "H", "H", "H", "N", "O", "O", "O", "C", "C", "O", "N", "C", "H", "H", "H", "H", "H", "H", "H", "C", "C", "O", "N", "C", "H", "H", "H", "H", "H", "H", "H", "C", "C", "O", "N", "C", "H", "H", "H", "H", "H", "H", "H", "C", "C", "O", "N", "C", "H", "H", "H", "H", "H", "H", "H"], "xyz": [[-0.4686, -0.3537, 0.3632], [3.3672, -0.8480, -1.2788], [2.1815, -1.7219, -0.9706], [2.6391, -3.1892, -0.7369], [1.3939, -1.2389, 0.0522], [3.7558, -1.0034, -2.2950], [4.2490, -1.0257, -0.6559], [3.1569, 0.2246, -1.3024], [1.5617, -1.7743, -1.8833], [3.0030, -3.3037, 0.2836], [3.4490, -3.3526, -1.4502], [1.8148, -3.8709, -0.9385], [-3.4704, 0.8798, 1.7490], [-3.4207, 1.2247, 2.9485], [-2.4358, 0.4667, 1.1692], [-4.5574, 0.9505, 1.1172], [-3.7079, -0.0961, -1.8640], [-2.6105, -1.1579, -1.8498], [-1.9083, -1.4147, -0.8779], [-2.3997, -1.7373, -3.0354], [-1.3478, -2.7138, -3.3163], [-4.4719, -0.1804, -1.0912], [-4.2605, -0.1927, -2.8006], [-3.2686, 0.8849, -1.6930], [-2.9278, -1.4321, -3.8327], [-1.8054, -3.6629, -3.5918], [-0.7260, -2.8547, -2.4369], [-0.7380, -2.3470, -4.1410], [1.2703, 3.1699, -1.4276], [0.9066, 1.8509, -2.0394], [0.2730, 1.0247, -1.3741], [1.2191, 1.5583, -3.2963], [1.5835, 2.4643, -4.3556], [0.6338, 3.9427, -1.8569], [2.3255, 3.4051, -1.5964], [1.2177, 3.1223, -0.3435], [0.9654, 0.6285, -3.5949], [1.8410, 3.4667, -4.0047], [0.7590, 2.7065, -5.0327], [2.4409, 2.1941, -4.9713], [-0.7711, -4.1201, 2.2706], [-0.7606, -2.6712, 2.6795], [-0.9598, -1.7998, 1.8512], [-0.6384, -2.4262, 3.9911], [-0.7007, -1.0816, 4.5409], [-0.7578, -4.2739, 1.1946], [-1.6667, -4.6386, 2.6195], [0.0968, -4.6575, 2.6623], [-0.4068, -3.1896, 4.5985], [-0.5034, -1.1627, 5.6074], [-1.6969, -0.6549, 4.3960], [-0.0715, -0.3057, 4.1036], [2.0381, 1.9024, 2.9243], [0.6925, 2.2943, 2.3181], [0.0265, 1.5493, 1.6120], [0.4270, 3.6201, 2.3782], [-0.7727, 4.2097, 1.8392], [2.7127, 1.4621, 2.1899], [1.9212, 1.0734, 3.6248], [2.4528, 2.7743, 3.4250], [1.2246, 4.1850, 2.6086], [-0.9745, 5.2396, 2.1321], [-1.7457, 3.7293, 1.9365], [-0.6481, 4.2486, 0.7490]], "mulliken_spin": [0.69, 0.01, -0.03, 0.02, 0.27, 0.00, 0.00, 0.00, 0.01, 0.00, 0.00, 0.00, 0.00, 0.00, 0.01, 0.00, 0.00, 0.00, 0.00, 0.00, 0.00, 0.00, 0.00, 0.00, 0.00, 0.00, 0.00, 0.00, 0.00, 0.00, 0.00, 0.00, 0.00, 0.00, 0.00, 0.00, 0.00, 0.00, 0.00, 0.00, 0.00, 0.00, 0.00, 0.00, 0.00, 0.00, 0.00, 0.00, 0.00, 0.00, 0.00, 0.00, 0.00, 0.00, 0.00, 0.00, 0.00, 0.00, 0.00, 0.00, 0.00, 0.00, 0.00, 0.00]}